1.
A structure of composition C5H5BrOS at a distorted geometry. Source: OMol25; level of theory: the ωB97M-V functional and the def2-TZVPD basis.

The total energy is -88187.719 eV. The value obtained for the relative energy (zero: lowest compared OMol25 entry of this formula, charge and spin) is 304.4 kJ/mol. The value obtained for the highest occupied orbital energy is -8.87 eV.

The geometry in ORCA input format:
```
! RIJCOSX wB97M-V def2-TZVPD def2/J DEFGRID3
* xyz 0 1
C 0.085 -1.390 0.255
C 0.207 -0.873 2.376
C 0.364 -0.060 0.371
C 0.494 0.288 1.696
C -0.527 1.004 -2.436
O -0.095 -1.865 1.514
S 0.950 1.344 -1.438
Br 0.752 1.899 2.544
H -0.033 -2.151 -0.428
H 0.190 -1.217 3.383
H -0.657 2.035 -3.003
H -1.481 0.885 -1.818
H -0.249 0.101 -3.016
*
```



2.
The molecule C5H5Cl at a distorted geometry. Source: OMol25; level of theory: the ωB97M-V functional and the def2-TZVPD basis.

The total energy is -17787.407 eV. The value obtained for the relative energy (zero: lowest compared OMol25 entry of this formula, charge and spin) is 14.7 kJ/mol. The value obtained for the highest occupied orbital energy is -8.54 eV. The SMILES is ClC1=CC=CC1.

The geometry in ORCA input format:
```
! RIJCOSX wB97M-V def2-TZVPD def2/J DEFGRID3
* xyz 0 1
Cl -2.851 -0.114 -0.019
C -1.073 -0.172 0.002
C -0.306 -1.277 0.031
C 1.074 -0.833 0.009
C 1.137 0.515 -0.030
C -0.292 1.115 0.060
H -0.622 -2.277 0.103
H 1.924 -1.480 -0.093
H 2.021 1.090 -0.185
H -0.480 1.730 0.947
H -0.532 1.702 -0.826
*
```



3.
A structure of composition C5H5Cl2CrNO4Pm at a distorted geometry. Source: OMol25; level of theory: the ωB97M-V functional and the def2-TZVPD basis.

The total energy is -84919.148 eV. The value obtained for the relative energy (zero: lowest compared OMol25 entry of this formula, charge and spin) is 0.0 kJ/mol. The value obtained for the highest occupied orbital energy (spin up / spin down) is -23.30 / -23.33 eV.

The geometry in ORCA input format:
```
! RIJCOSX wB97M-V def2-TZVPD def2/J DEFGRID3
* xyz 4 8
Cr 4.083 -2.263 -0.945
Pm -0.303 0.106 -0.539
Cl 4.012 -0.050 -0.987
Cl 0.147 -0.814 1.777
C -2.379 -0.874 0.406
C 4.285 -2.428 -2.859
C 2.818 -3.722 -0.085
O -3.075 -1.542 1.040
O 4.368 -2.171 -3.983
O 2.166 -4.611 0.274
C -2.411 2.977 1.253
C -1.045 3.170 0.712
N -0.528 4.406 0.656
O -0.340 2.195 0.255
H -2.882 3.919 1.587
H -2.397 2.271 2.089
H -3.057 2.506 0.503
H 0.384 4.506 0.257
H -1.029 5.229 0.958
*
```